{"formula": "C19H14F12I2N4O10S4V", "method": "ωB97M-V with the def2-TZVPD basis set", "total_charge": -1, "s_squared": 2.019, "spin_multiplicity": 3, "e_tot_ev": -164207.7921, "species": ["V", "C", "C", "N", "C", "C", "C", "O", "C", "C", "N", "C", "C", "C", "C", "C", "C", "I", "C", "O", "H", "H", "H", "H", "H", "H", "H", "H", "H", "H", "H", "H", "F", "C", "F", "F", "S", "O", "O", "N", "S", "O", "O", "C", "F", "F", "F", "I", "C", "H", "H", "F", "C", "F", "F", "S", "O", "O", "N", "S", "O", "O", "C", "F", "F", "F"], "positions_angstrom": [[0.824, 0.744, -0.747], [1.326, 0.277, 3.751], [-0.071, 0.119, 3.253], [-1.029, -0.212, 4.088], [-2.271, -0.424, 3.618], [-2.636, -0.285, 2.305], [-4.059, -0.526, 1.891], [-4.706, 0.653, 1.401], [-1.634, 0.112, 1.383], [-1.989, 0.364, 0.012], [-1.189, 0.736, -0.933], [-1.758, 1.081, -2.202], [-3.028, 1.654, -2.276], [-3.580, 1.983, -3.500], [-2.860, 1.765, -4.665], [-1.580, 1.239, -4.593], [-1.018, 0.901, -3.369], [1.006, 0.180, -3.450], [-0.335, 0.293, 1.863], [0.687, 0.620, 1.090], [1.327, 0.206, 4.836], [1.763, 1.220, 3.426], [1.956, -0.512, 3.336], [-3.010, -0.724, 4.354], [-4.608, -0.941, 2.740], [-4.117, -1.256, 1.082], [-4.560, 1.354, 2.046], [-3.037, 0.242, -0.233], [-3.579, 1.870, -1.369], [-4.566, 2.427, -3.541], [-3.281, 2.026, -5.628], [-1.010, 1.096, -5.502], [-0.463, 3.260, 1.504], [-0.219, 4.164, 0.561], [-1.252, 4.179, -0.284], [-0.106, 5.361, 1.127], [1.326, 3.776, -0.382], [0.884, 2.634, -1.264], [1.583, 4.954, -1.138], [2.315, 3.338, 0.681], [3.197, 1.949, 0.524], [4.571, -0.444, -0.203], [3.699, 1.613, 1.842], [4.644, 2.725, -0.394], [5.756, 2.055, -0.163], [4.832, 3.988, -0.014], [4.360, 2.716, -1.694], [4.015, -0.925, -3.890], [4.145, -1.513, -0.560], [3.068, -1.719, -0.640], [4.818, -2.353, -0.797], [0.603, -4.840, -1.775], [0.764, -3.560, -2.098], [0.261, -3.362, -3.311], [2.054, -3.265, -2.105], [-0.164, -2.486, -0.869], [0.787, -1.402, -0.587], [-1.383, -2.141, -1.534], [-0.440, -3.341, 0.379], [0.656, -3.725, 1.465], [1.979, -3.834, 0.931], [0.442, -3.019, 2.690], [0.072, -5.444, 1.808], [0.884, -5.996, 2.715], [-1.165, -5.433, 2.296], [0.094, -6.195, 0.710]], "forces_ev_per_angstrom": [[0.280, -1.034, 0.670], [-0.009, 0.039, 0.049], [-0.041, -0.114, -0.061], [0.043, -0.032, 0.009], [-0.060, 0.046, -0.031], [0.074, 0.018, 0.034], [-0.046, -0.019, -0.026], [0.048, -0.019, 0.020], [0.242, -0.029, 0.045], [0.082, -0.046, -0.207], [-0.262, 0.102, -0.060], [0.004, 0.038, -0.017], [0.032, -0.030, 0.026], [0.004, 0.003, -0.020], [0.000, 0.007, 0.003], [-0.078, 0.015, 0.012], [0.009, 0.046, -0.039], [0.002, -0.055, -0.278], [0.028, -0.091, 0.022], [-0.172, 0.431, -0.253], [-0.002, 0.002, -0.009], [0.019, 0.007, 0.010], [-0.017, 0.006, -0.016], [0.008, 0.006, -0.002], [-0.007, 0.008, 0.010], [-0.003, 0.022, -0.026], [-0.013, -0.015, -0.003], [-0.036, 0.031, -0.030], [0.008, -0.002, 0.012], [0.006, -0.002, 0.010], [-0.007, -0.005, 0.008], [0.025, -0.006, 0.021], [-0.034, -0.055, 0.044], [0.105, 0.087, -0.090], [-0.052, 0.034, -0.020], [-0.023, -0.036, 0.036], [0.056, 0.019, -0.208], [-0.156, -0.039, 0.303], [-0.045, 0.068, 0.028], [0.094, 0.376, 0.049], [-0.188, -0.245, -0.074], [0.023, 0.023, 0.104], [0.028, -0.011, 0.063], [0.116, 0.064, 0.164], [0.064, -0.077, -0.053], [0.029, 0.084, 0.053], [-0.082, -0.065, -0.146], [-0.135, 0.080, 0.036], [-0.044, 0.014, -0.021], [0.140, 0.006, 0.001], [0.004, -0.001, -0.016], [-0.027, -0.043, -0.011], [0.191, 0.104, 0.041], [0.000, 0.009, -0.038], [-0.192, -0.140, 0.011], [-0.129, -0.337, -0.254], [0.135, 0.694, -0.169], [0.076, 0.080, 0.066], [-0.248, -0.074, 0.067], [-0.127, 0.137, 0.216], [0.143, -0.111, -0.096], [0.032, -0.020, 0.017], [0.166, 0.011, 0.035], [-0.040, 0.035, -0.026], [-0.039, -0.006, 0.002], [-0.001, 0.005, 0.005]], "lowdin_spin": [1.9508, -0.0005, -0.0057, 0.0067, -0.0064, 0.0050, 0.0007, 0.0006, -0.0030, 0.0283, -0.0181, 0.0047, -0.0025, 0.0007, -0.0030, 0.0008, 0.0033, -0.0100, 0.0122, -0.0044, 0.0000, -0.0001, -0.0003, -0.0005, 0.0000, 0.0001, 0.0000, 0.0004, 0.0000, 0.0001, -0.0001, -0.0002, 0.0002, 0.0001, 0.0002, 0.0001, 0.0040, 0.0154, -0.0007, 0.0010, 0.0020, 0.0015, -0.0004, 0.0004, 0.0000, 0.0001, 0.0002, 0.0001, 0.0006, 0.0003, 0.0000, 0.0000, -0.0001, 0.0000, 0.0002, 0.0018, 0.0121, 0.0017, -0.0005, 0.0000, 0.0001, 0.0000, 0.0000, 0.0000, 0.0000, 0.0000]}

=====

{"formula": "C19H14F2N2O3", "method": "ωB97M-V with the def2-TZVPD basis set", "smiles": "O=C1NC(=O)C([C@H](/C=C\\c2cccc(F)c2)c2cccc(F)c2)C(=O)N1", "relative_energy_kcal_mol": 0.0, "e_tot_ev": -34486.6508, "species": ["F", "C", "C", "C", "C", "C", "C", "C", "C", "C", "C", "C", "F", "C", "C", "C", "C", "H", "H", "H", "H", "H", "H", "H", "H", "H", "H", "H", "C", "C", "O", "N", "C", "O", "N", "C", "O", "H", "H", "H"], "positions_angstrom": [[3.972, 1.968, 0.950], [2.759, 2.399, 1.442], [2.706, 3.649, 2.053], [1.452, 4.108, 2.508], [0.288, 3.416, 2.161], [0.339, 2.230, 1.355], [-0.876, 1.844, 0.590], [-0.949, 1.009, -0.487], [-0.211, -0.295, -0.660], [-0.137, -0.785, -2.150], [-0.462, -2.092, -2.503], [-0.266, -2.568, -3.822], [-0.622, -3.871, -4.116], [0.225, -1.795, -4.848], [0.593, -0.495, -4.495], [0.378, 0.007, -3.187], [1.629, 1.612, 1.205], [3.605, 4.244, 2.154], [1.404, 4.997, 3.134], [-0.687, 3.750, 2.547], [-1.785, 2.438, 0.814], [-1.831, 1.125, -1.139], [0.880, -0.148, -0.421], [-0.822, -2.793, -1.763], [0.401, -2.268, -5.851], [1.057, 0.126, -5.289], [0.607, 1.066, -3.022], [1.743, 0.545, 1.033], [-1.042, -1.292, 0.285], [-0.382, -2.541, 0.893], [0.341, -3.196, 0.144], [-0.514, -2.970, 2.216], [-1.232, -2.354, 3.241], [-1.272, -2.717, 4.399], [-2.044, -1.335, 2.708], [-2.101, -0.840, 1.387], [-3.074, -0.210, 1.062], [-1.759, -1.609, -0.473], [0.249, -3.585, 2.560], [-2.560, -0.777, 3.386]], "forces_ev_per_angstrom": [[-0.932, 0.059, 0.789], [0.137, 0.200, -0.376], [-0.729, -0.205, -0.125], [0.301, -0.713, -0.198], [0.077, -0.555, -0.355], [0.897, 0.017, 0.914], [0.133, -0.251, -0.808], [-0.854, 0.660, 0.876], [1.096, 0.584, -0.347], [-0.113, -0.512, -0.077], [0.052, -0.697, -0.898], [-0.778, -0.435, 0.729], [0.301, 1.121, 0.496], [0.572, -0.443, -0.187], [-0.099, 0.455, 0.052], [0.262, 0.509, -0.695], [-0.659, 0.851, 0.463], [-0.009, -0.119, 0.123], [-0.057, -0.153, -0.273], [0.465, 0.042, -0.570], [0.836, -0.047, -0.398], [0.300, -0.229, 0.540], [-1.218, -0.528, 0.336], [0.067, -0.105, -0.200], [-0.241, 0.755, 1.095], [-0.455, -0.216, 0.846], [0.067, -0.429, 0.130], [0.096, 0.455, -0.608], [-1.221, -0.763, 1.860], [2.102, -0.823, -2.413], [-0.596, 0.490, 1.300], [0.941, 0.112, 0.851], [-1.026, 0.339, -0.526], [0.424, 0.513, -1.274], [0.901, 0.267, 0.345], [0.033, 0.301, -0.938], [0.134, 0.256, 0.259], [-0.115, -0.660, 0.223], [-0.958, 0.321, -0.686], [-0.134, -0.424, -0.278]], "lowdin_charge": [0.0322, -0.2469, -0.0155, -0.0742, -0.0479, -0.1773, -0.0479, -0.0662, -0.1640, -0.1642, 0.0349, -0.2291, 0.0283, -0.0283, -0.0710, -0.0392, 0.0408, 0.1141, 0.1061, 0.1144, 0.1228, 0.1311, 0.1374, 0.1024, 0.1370, 0.1142, 0.1156, 0.1075, -0.0381, -0.3497, 0.0784, 0.1899, -0.4801, 0.1055, 0.1904, -0.3617, 0.1029, 0.1435, 0.1854, 0.1663]}

=====

What is the formula in the first record? C19H14F12I2N4O10S4V